Below is a molecular structure, C20H58CdO11S9 in a non-equilibrium geometry, with properties calculated with the ωB97M-V functional and the def2-TZVPD basis.

Values from the calculation:
Total energy, Ha: -5375.1655
Orbital gap (alpha / beta), eV: 7.8 / 4.3
<S²>: 0.76
Charge: +1
HOMO energy (alpha / beta), eV: -11.046 / -11.046
Multiplicity: 2

Positions of all 99 atoms, in Å:
Cd1 0.126 -2.663 -0.652
O1 0.463 -1.871 1.267
C1 0.252 -0.476 1.091
C2 0.324 0.143 -0.359
O2 -0.190 -0.721 -1.407
H1 0.925 0.142 1.685
H2 -0.670 -0.162 1.580
H3 1.338 0.512 -0.512
H4 -0.275 1.053 -0.388
C3 -3.419 0.401 -5.861
S1 -2.676 -1.253 -5.867
O3 -1.552 -1.167 -6.874
C4 -1.834 -1.139 -4.259
H5 -4.236 0.468 -5.143
H6 -3.820 0.647 -6.844
H7 -2.631 1.094 -5.567
H8 -2.442 -0.685 -3.476
H9 -1.007 -0.429 -4.238
H10 -1.414 -2.052 -3.837
C5 -4.601 0.252 5.327
S2 -3.817 -1.368 5.793
O4 -5.009 -2.337 5.710
C6 -2.877 -1.543 4.212
H11 -5.392 0.443 6.052
H12 -5.042 0.132 4.337
H13 -3.848 1.038 5.383
H14 -2.115 -0.781 4.042
H15 -3.528 -1.663 3.346
H16 -2.258 -2.439 4.223
C7 4.079 0.163 2.384
S3 4.802 1.845 1.950
O5 5.930 1.835 2.986
C8 5.434 1.236 0.348
H17 3.355 0.059 1.576
H18 3.600 0.116 3.362
H19 4.816 -0.632 2.264
H20 6.002 0.307 0.379
H21 6.003 2.034 -0.128
H22 4.558 1.068 -0.279
C9 -0.384 -0.233 7.232
S4 -0.107 0.884 5.810
O6 0.834 1.967 6.393
C10 0.954 -0.278 4.905
H23 0.577 -0.657 7.525
H24 -0.865 -1.123 6.825
H25 -1.029 0.143 8.026
H26 1.317 0.164 3.977
H27 0.451 -1.180 4.558
H28 1.870 -0.465 5.466
C11 3.668 -2.996 1.061
S5 3.433 -3.623 -0.680
O7 2.131 -2.939 -1.153
C12 4.675 -2.515 -1.604
H29 3.221 -3.739 1.722
H30 3.180 -2.021 1.025
H31 4.746 -2.880 1.165
H32 4.776 -2.830 -2.642
H33 5.663 -2.623 -1.158
H34 4.392 -1.465 -1.532
C13 -4.395 -3.401 -1.996
S6 -3.386 -2.849 -0.505
O8 -1.924 -3.108 -0.948
C14 -3.646 -1.046 -0.811
H35 -4.413 -4.490 -1.943
H36 -3.818 -3.151 -2.886
H37 -5.390 -2.958 -1.950
H38 -3.840 -0.906 -1.874
H39 -2.817 -0.413 -0.494
H40 -4.536 -0.636 -0.335
C15 -1.724 2.899 -2.750
S7 -3.246 1.917 -2.364
O9 -3.492 2.094 -0.863
C16 -4.489 2.970 -3.285
H41 -1.674 3.075 -3.825
H42 -0.823 2.365 -2.448
H43 -1.859 3.880 -2.295
H44 -4.294 3.944 -2.838
H45 -5.533 2.739 -3.073
H46 -4.342 2.739 -4.341
C17 0.370 4.574 0.063
S8 1.892 3.698 0.622
O10 2.769 4.879 0.998
C18 1.041 3.278 2.203
H47 -0.456 3.876 -0.075
H48 0.651 5.071 -0.866
H49 -0.035 5.239 0.826
H50 1.064 4.155 2.850
H51 1.565 2.538 2.808
H52 0.050 2.848 2.058
C19 3.165 0.427 -3.493
S9 3.599 -0.788 -4.883
O11 4.989 -1.382 -4.610
C20 2.415 -2.118 -4.468
H53 3.901 1.229 -3.551
H54 3.113 -0.064 -2.522
H55 2.149 0.786 -3.659
H56 2.447 -2.890 -5.237
H57 1.393 -1.778 -4.302
H58 2.699 -2.440 -3.467